Below is an isolated molecule of C13H28BNO3P, with properties calculated with the ωB97M-V functional and the def2-TZVPD basis.

Output
* maximum force: 4.41 eV Å⁻¹
* E_HOMO (alpha / beta): -8.4 / -8.4 eV
* expectation value of S²: 0.754
* 2S+1: 2
* total charge: 0
* frontier orbital gap (alpha / beta): 8.85 / 7.79 eV

Last column: natural (NBO) charge in e.
Geometry (Å):
1 C 3.5964 2.0019 1.0186  -0.624
2 C 2.8802 1.0617 -0.1647  -0.738
3 P 2.2136 -0.5918 0.5191  0.737
4 C 2.8994 -1.9461 -0.7004  -0.935
5 C 0.2864 -0.7205 0.3276  -0.242
6 C -0.1605 -2.2347 0.7777  -0.845
7 B 0.5900 -2.7462 2.1619  1.246
8 O 1.9042 -3.4148 2.2372  -0.951
9 O -0.1686 -2.5447 3.4376  -0.960
10 C -0.4628 0.3836 1.2798  -0.452
11 C -1.6306 1.2574 0.5189  0.125
12 C -1.0092 2.6800 -0.0537  -0.655
13 C -2.7040 1.7072 1.7203  -0.631
14 N -2.4497 0.4839 -0.4888  -0.082
15 O -3.3661 1.3501 -1.0254  -0.323
16 C -1.6178 -0.1268 -1.5920  0.115
17 C -2.3164 -1.6078 -1.9236  -0.638
18 C -1.6669 0.7030 -3.0235  -0.638
19 C -0.0353 -0.3541 -1.2369  -0.462
20 H 2.7958 2.7903 1.3562  0.212
21 H 4.5157 2.5362 0.5105  0.218
22 H 3.9429 1.2932 1.8831  0.224
23 H 3.7656 0.8124 -0.9206  0.238
24 H 2.0810 1.7568 -0.6662  0.226
25 H 4.0310 -2.1868 -0.5138  0.253
26 H 2.1924 -2.8917 -0.6099  0.251
27 H 2.7335 -1.5058 -1.7882  0.217
28 H -1.3191 -2.1747 1.0425  0.252
29 H 0.0036 -2.9898 -0.1069  0.245
30 H 2.5049 -2.7283 2.6896  0.511
31 H -0.2302 -1.5689 3.6661  0.497
32 H 0.3146 1.1552 1.7070  0.234
33 H -0.9961 -0.1760 2.1743  0.217
34 H -0.0638 2.5242 -0.7433  0.209
35 H -0.5995 3.2522 0.9104  0.220
36 H -1.8195 3.3970 -0.5219  0.249
37 H -3.7023 1.0825 1.5550  0.238
38 H -2.9962 2.8457 1.5885  0.226
39 H -2.3270 1.4369 2.7946  0.213
40 H -1.5530 -2.4943 -1.8880  0.216
41 H -3.1838 -1.7797 -1.1344  0.230
42 H -2.8628 -1.5430 -2.9826  0.222
43 H -1.0273 0.0448 -3.7870  0.213
44 H -2.7456 0.7637 -3.4929  0.246
45 H -1.1107 1.7404 -2.9681  0.219
46 H 0.5553 0.5617 -1.6634  0.227
47 H 0.3181 -1.2953 -1.8804  0.233

Below is a cluster of 3 separate species, C13H28ClN2O3P in total, with properties calculated with the ωB97M-V functional and the def2-TZVPD basis.

Output
* maximum force: 8.45 eV Å⁻¹
* E_HOMO: -8.7 eV
* 2S+1: 1
* total charge: 0
* frontier orbital gap: 9.03 eV

Last column: natural (NBO) charge in e.
Geometry (Å):
1 C 1.7303 0.2299 -1.5294  -0.623
2 C 1.3138 0.7014 -2.9270  -0.391
3 C 0.8676 2.1596 -2.9586  -0.390
4 C -0.5172 2.3466 -2.3033  -0.511
5 C -0.5671 3.5607 -1.3874  -0.611
6 P -1.8746 2.3948 -3.5523  0.587
7 C -2.8396 0.9050 -2.9494  -0.803
8 C -3.5092 1.3314 -1.6952  0.571
9 O -4.4286 2.0932 -1.6093  -0.486
10 Cl -2.8069 0.6567 -0.1809  -0.122
11 H 0.8805 -0.1739 -0.9908  0.197
12 H 2.1496 1.0579 -0.9685  0.235
13 H 2.4968 -0.5341 -1.6070  0.211
14 H 2.1174 0.5525 -3.6419  0.203
15 H 0.4767 0.0859 -3.2589  0.181
16 H 0.8566 2.5019 -3.9903  0.199
17 H 1.5700 2.7558 -2.3813  0.209
18 H -0.6889 1.4701 -1.6817  0.222
19 H 0.0721 3.3645 -0.5289  0.227
20 H -0.2164 4.4593 -1.8833  0.210
21 H -1.5691 3.7179 -0.9973  0.209
22 H -1.2612 1.8201 -4.6860  -0.038
23 H -2.1407 0.1007 -2.7556  0.242
24 H -3.6058 0.6170 -3.6578  0.270
25 C 3.0039 -0.7095 2.0033  -0.785
26 C 2.0884 0.4776 2.1691  0.704
27 O 2.2284 1.5001 1.5171  -0.657
28 N 1.0771 0.3628 3.0720  -0.643
29 C 0.7517 -0.7780 3.9054  -0.407
30 H 3.7464 -0.4608 1.2518  0.215
31 H 3.5125 -0.9396 2.9409  0.207
32 H 2.4406 -1.5833 1.6746  0.320
33 H 0.5029 1.1873 3.1420  0.391
34 H -0.2578 -1.1341 3.6916  0.174
35 H 0.8040 -0.5079 4.9621  0.184
36 H 1.4437 -1.5906 3.7182  0.231
37 C 0.3125 -3.8514 1.4741  -0.721
38 C 0.1800 -2.3755 1.7680  0.739
39 O 1.1562 -1.6568 1.9208  -0.679
40 N -1.0745 -1.8680 1.8615  -0.607
41 C -2.3458 -2.5541 1.7223  -0.414
42 H 1.3685 -4.0962 1.4330  0.244
43 H -0.1600 -4.4466 2.2560  0.231
44 H -0.1466 -4.0986 0.5165  0.235
45 H -1.0907 -0.8785 2.0531  0.409
46 H -2.9206 -2.1121 0.9076  0.213
47 H -2.9213 -2.4518 2.6437  0.203
48 H -2.2058 -3.6093 1.5172  0.212

Below is a structure of composition C13H28CoO7, with properties calculated with the ωB97M-V functional and the def2-TZVPD basis.

Output
* maximum force: 0.54 eV Å⁻¹
* E_HOMO (alpha / beta): -16.6 / -16.4 eV
* expectation value of S²: 0.754
* 2S+1: 2
* total charge: +2
* energy relative to the best compared isomer or geometry (same formula, charge and spin): 13.7 kcal per mole
* frontier orbital gap (alpha / beta): 9.46 / 10.19 eV

Last column: natural (NBO) charge in e.
Geometry (Å):
1 Co 0.1229 -0.0753 -0.2134  1.446
2 C 2.8091 0.4714 1.0500  -0.099
3 C 3.1657 -0.2378 -0.2191  -0.092
4 O 2.1263 -1.1787 -0.5183  -0.588
5 C 2.2265 -2.4348 0.1792  -0.109
6 C 1.2181 -2.4528 1.3083  -0.097
7 O -0.0488 -1.9931 0.8062  -0.585
8 C -0.7113 -2.9909 0.0191  -0.101
9 C -1.8087 -2.2772 -0.6851  -0.087
10 O -1.2559 -1.0845 -1.2980  -0.586
11 C -2.3408 -0.4141 -2.0141  -0.095
12 C -2.0362 1.0504 -2.1104  -0.095
13 O -1.5945 1.4775 -0.8208  -0.595
14 C -2.6186 1.8091 0.1270  -0.108
15 C -2.4690 0.8960 1.3276  -0.089
16 O -1.0822 0.7031 1.6210  -0.579
17 C -0.4210 1.8729 2.0919  -0.103
18 C 1.0086 1.4690 2.2187  -0.082
19 O 1.4359 0.9284 0.9356  -0.589
20 H 3.4552 1.3345 1.2150  0.228
21 H 2.8847 -0.1829 1.9191  0.197
22 H 4.1351 -0.7293 -0.1424  0.229
23 H 3.2122 0.4624 -1.0489  0.202
24 H 3.2353 -2.5896 0.5649  0.219
25 H 2.0321 -3.2128 -0.5545  0.216
26 H 1.4805 -1.7740 2.1154  0.203
27 H 1.1192 -3.4553 1.7278  0.225
28 H -1.1099 -3.7749 0.6639  0.230
29 H -0.0165 -3.4354 -0.6947  0.200
30 H -2.6006 -1.9793 0.0038  0.199
31 H -2.2388 -2.9090 -1.4623  0.231
32 H -3.2579 -0.5874 -1.4485  0.197
33 H -2.4452 -0.8724 -2.9975  0.229
34 H -2.9028 1.6176 -2.4491  0.225
35 H -1.2176 1.2295 -2.7984  0.217
36 H -3.6133 1.6941 -0.3067  0.213
37 H -2.4957 2.8586 0.3912  0.209
38 H -2.8628 -0.0998 1.1344  0.195
39 H -2.9929 1.3083 2.1921  0.218
40 H -0.8245 2.1951 3.0532  0.227
41 H -0.5203 2.6905 1.3725  0.194
42 H 1.1397 0.6970 2.9789  0.205
43 H 1.6375 2.3260 2.4594  0.225
44 C 1.1410 2.3267 -1.8721  -0.258
45 O 0.8688 0.9037 -1.7874  -0.780
46 H 0.3572 2.8245 -1.3134  0.216
47 H 1.1083 2.6389 -2.9127  0.215
48 H 2.1143 2.5525 -1.4388  0.192
49 H 1.4515 0.4035 -2.3699  0.516

Below is a structure of composition C13H28N2P2Yb, with properties calculated with the ωB97M-V functional and the def2-TZVPD basis.

Output
* maximum force: 5.45 eV Å⁻¹
* E_HOMO (alpha / beta): -9.7 / -9.8 eV
* expectation value of S²: 0.752
* 2S+1: 2
* total charge: +1
* frontier orbital gap (alpha / beta): 6.05 / 6.12 eV

Last column: natural (NBO) charge in e.
Geometry (Å):
1 Yb 0.8762 0.5940 -0.2740  1.129
2 H 2.4612 1.5684 -1.1459  0.012
3 H 2.7570 1.4316 -0.4305  0.056
4 P -0.9226 -0.0146 -2.2840  0.943
5 P 0.8083 -0.6772 2.2019  0.959
6 C 0.2742 0.2438 3.6954  -0.945
7 H 0.6785 -0.2049 4.6163  0.237
8 H 0.5961 1.2916 3.6243  0.233
9 H -0.8213 0.2689 3.7396  0.239
10 C 0.5943 -2.4044 2.7643  -0.927
11 H 1.0731 -3.0628 2.0273  0.259
12 H 1.0411 -2.5528 3.7623  0.237
13 H -0.4768 -2.6368 2.7798  0.250
14 C 2.6380 -0.5137 2.4629  -0.968
15 H 2.9556 0.5390 2.3850  0.213
16 H 2.9253 -0.9025 3.4551  0.237
17 H 3.1867 -1.0631 1.6819  0.241
18 C -1.7836 -1.4991 -2.8978  -0.927
19 H -2.0950 -1.3562 -3.9440  0.235
20 H -1.0968 -2.3502 -2.8066  0.261
21 H -2.6491 -1.6993 -2.2554  0.253
22 C -2.0903 1.3105 -2.7709  -0.947
23 H -1.6006 2.2900 -2.6860  0.221
24 H -2.4533 1.1638 -3.7982  0.234
25 H -2.9393 1.3287 -2.0745  0.247
26 C 0.3208 0.2151 -3.6289  -0.963
27 H 1.1207 -0.5358 -3.5371  0.252
28 H -0.1702 0.1219 -4.6102  0.242
29 H 0.8122 1.1992 -3.5552  0.208
30 H 0.9237 -1.3525 -0.6416  -0.514
31 H -0.7075 -0.3771 0.3881  -0.375
32 N -0.2173 4.5992 0.1513  -0.506
33 C 0.3060 3.4547 -0.3152  0.210
34 N -0.2839 2.4122 0.3014  -0.585
35 C -1.2778 2.9117 1.1368  0.088
36 C -2.2217 2.2709 1.9673  -0.191
37 C -3.0480 3.0978 2.7298  -0.203
38 C -2.9471 4.4965 2.6562  -0.175
39 C -2.0199 5.1253 1.8112  -0.241
40 C -1.2245 4.2978 1.0604  0.154
41 H 0.0381 5.5519 -0.1031  0.441
42 H 1.0687 3.3867 -1.1037  0.219
43 H -2.2700 1.1769 1.9733  0.255
44 H -3.7819 2.6514 3.3977  0.237
45 H -3.5819 5.1444 3.2503  0.236
46 H -1.8759 6.1956 1.7126  0.231

Below is a cluster of 2 separate species, C13H28NO4P in total, with properties calculated with the ωB97M-V functional and the def2-TZVPD basis.

Output
* maximum force: 3.25 eV Å⁻¹
* E_HOMO: -7.0 eV
* 2S+1: 1
* total charge: 0
* energy relative to the best compared isomer or geometry (same formula, charge and spin): 271.2 kcal per mole
* frontier orbital gap: 6.54 eV

Last column: natural (NBO) charge in e.
Geometry (Å):
1 C 3.6201 0.4583 -2.0393  -0.415
2 C 2.8401 -0.4578 -1.8701  -0.257
3 P 1.5429 -1.7843 -1.4333  1.158
4 O 1.6192 -1.3832 0.2548  -0.840
5 C 2.7043 -2.1392 0.8132  -0.096
6 C 2.6306 -3.4470 0.0437  0.033
7 C 3.4145 -4.6460 0.5262  -0.095
8 O 4.7587 -4.3275 0.8367  -0.269
9 O 5.4496 -5.5439 1.0998  -0.448
10 O 2.7358 -3.0578 -1.3010  -0.773
11 H 4.0277 1.4054 -2.3065  0.211
12 H 0.5765 -0.7241 -1.7267  -0.186
13 H 1.4741 -2.1105 -2.8446  -0.143
14 H 0.3945 -2.6659 -1.2834  -0.171
15 H 2.6636 -2.1895 1.9066  0.170
16 H 3.6092 -1.5557 0.5989  0.189
17 H 1.5802 -3.7576 0.2051  0.170
18 H 3.4150 -5.4027 -0.2672  0.196
19 H 2.8780 -5.0707 1.3881  0.151
20 H 5.0172 -5.9198 1.8807  0.440
21 C 0.4625 1.6469 0.8901  -0.632
22 C -0.1454 1.8022 -0.5133  -0.462
23 C -1.2425 2.8359 -0.6420  -0.192
24 N -2.6876 2.3767 -0.3530  -0.219
25 C -3.5115 2.7502 -1.5477  -0.394
26 C -2.8824 0.8945 -0.0747  -0.213
27 C -2.8386 0.7625 1.4276  -0.429
28 C -3.6396 1.9780 1.8815  -0.425
29 C -3.2701 3.0762 0.8830  -0.205
30 H -0.2138 1.9708 1.6855  0.166
31 H 0.7495 0.6095 1.0657  0.281
32 H 1.3656 2.2502 0.9792  0.223
33 H -0.4375 0.8366 -0.9214  0.248
34 H 0.6633 2.1236 -1.1722  0.260
35 H -1.2540 3.1876 -1.6726  0.216
36 H -1.0371 3.7075 -0.0243  0.213
37 H -3.1635 2.1672 -2.3972  0.236
38 H -3.3878 3.8138 -1.7331  0.225
39 H -4.5550 2.5280 -1.3386  0.217
40 H -3.8767 0.6394 -0.4417  0.211
41 H -2.1584 0.2957 -0.6156  0.264
42 H -1.8185 0.8025 1.8015  0.240
43 H -3.2703 -0.1763 1.7690  0.247
44 H -3.4192 2.2687 2.9067  0.241
45 H -4.7087 1.7670 1.8261  0.214
46 H -2.5288 3.7639 1.2757  0.227
47 H -4.1459 3.6407 0.5744  0.220